[1]
The following is a quantum chemistry calculation of a structure of composition C28H39ClN5O4SZr, from OMol25.

Each line ends with the Löwdin charge.
Positions of all 79 atoms, in Å:
Zr  1.4780  -0.5552  1.1689  1.519
Cl  4.4562  -1.5170  7.9813  0.686
S  0.1285  1.1248  -0.4832  0.702
O  1.1927  -2.1361  -1.5250  -0.005
O  3.1981  -1.7236  1.8088  -0.128
O  1.2178  -0.6005  3.2077  -0.226
O  2.4485  0.8958  1.3806  -0.578
N  2.8213  -0.7296  -0.8761  0.063
N  -2.3604  1.6909  0.1343  0.004
N  -2.1010  0.5324  -1.8327  0.049
N  2.8953  -1.8286  -2.9850  -0.039
N  4.4617  0.7911  -0.3307  0.194
C  -2.6574  4.7941  -0.5238  -0.098
C  0.0228  -3.5173  2.0812  -0.078
C  4.6258  -0.3308  -2.4310  0.011
C  3.7653  -1.8066  2.9088  -0.134
C  -1.6865  1.1737  -5.0565  -0.253
C  1.9520  -0.7957  4.2538  -0.313
C  -4.1066  4.3164  -0.5036  -0.247
C  -1.4930  -1.6767  2.4916  -0.290
C  2.2213  -0.7450  6.6540  -0.066
C  -1.6659  -1.5483  1.1185  -0.079
C  4.0630  -1.2014  -3.2844  -0.031
C  -0.7369  0.7803  -3.9276  -0.197
C  2.2634  -2.7687  -3.9040  0.004
C  -1.0102  -2.3940  0.2291  -0.118
C  -1.3311  -0.1553  -2.8752  -0.193
C  -0.6467  -2.6810  2.9578  -0.061
C  2.2641  -1.5880  -1.7728  -0.508
C  1.4485  -0.5242  5.5442  0.014
C  -4.3215  2.8662  -0.9342  -0.194
C  -1.5629  1.1007  -0.7585  -0.772
C  -2.9230  1.9439  -4.6069  -0.107
C  3.9569  -0.0799  -1.1888  -0.342
C  3.2566  -1.3485  4.1568  -0.117
C  4.0312  -1.5711  5.3174  -0.048
C  3.5236  -1.2635  6.5447  -0.666
C  -2.2192  -0.7700  3.4451  -0.024
C  -3.8131  1.8095  0.0476  -0.170
C  -0.1551  -3.3763  0.7084  -0.109
H  -4.6900  4.9474  -1.1772  0.110
H  -0.4870  -2.7850  4.0245  0.124
H  -2.3499  0.2261  3.0193  0.073
H  -0.5394  -0.7100  -2.3742  0.062
H  1.2563  -2.4357  -4.1452  0.091
H  -3.4917  2.3048  -5.4634  0.078
H  -2.0498  4.3452  0.2624  0.060
H  5.5464  0.1768  -2.6716  0.116
H  2.2003  -3.7551  -3.4497  0.102
H  2.8607  -2.8196  -4.8104  0.094
H  -1.6744  -0.6713  4.3825  0.070
H  0.4540  -0.1093  5.6356  0.116
H  -2.3558  -0.8014  0.7463  0.093
H  5.3041  1.2845  -0.5627  0.122
H  -1.8698  2.1477  0.8853  0.118
H  1.8319  -0.5222  7.6390  0.115
H  -1.9948  0.2744  -5.5981  0.110
H  -3.8640  2.7130  -1.9164  0.084
H  -5.3923  2.6879  -1.0622  0.120
H  5.0240  -1.9929  5.2223  0.121
H  -4.5363  4.4636  0.4920  0.111
H  -2.1802  4.5636  -1.4795  0.074
H  4.5007  -1.4421  -4.2433  0.137
H  3.8921  1.0127  0.5056  0.058
H  0.3521  -4.0274  0.0106  0.109
H  0.6783  -4.2859  2.4710  0.117
H  -3.2107  -1.1655  3.6744  0.093
H  -0.3526  1.6704  -3.4220  0.102
H  -4.1655  2.0418  1.0530  0.130
H  -1.1315  1.7830  -5.7728  0.110
H  -2.0090  -0.8759  -3.3375  0.134
H  -3.6053  1.3199  -4.0232  0.060
H  -1.1640  -2.3034  -0.8359  0.096
H  -2.6101  5.8736  -0.3833  0.076
H  4.7428  -2.3055  2.9233  0.146
H  -4.2239  0.8249  -0.1985  0.120
H  -2.6477  2.8106  -4.0010  0.070
H  0.1338  0.2766  -4.3569  0.108
H  -3.0842  0.6729  -2.0030  0.115

Its HOMO-LUMO gap is 7.81 eV. The value obtained for the HOMO energy is -10.5 eV. As for the net charge: +1.

***

[2]
The following is a quantum chemistry calculation of a cluster of 2 separate species, C2HNOS2 in total, from OMol25.

Each line ends with the Löwdin charge.
Positions of all 7 atoms, in Å:
S  -2.2528  0.8311  -1.1535  0.501
S  -2.3343  -0.2625  0.7133  0.500
O  1.5432  -2.0205  -0.4215  0.153
N  1.5255  0.1327  0.4673  0.195
C  1.7057  -0.9477  -0.0130  -0.414
C  -1.6862  1.2511  0.3616  -0.999
H  1.4989  1.0159  0.0458  0.063

Its HOMO-LUMO gap is 8.24 eV. The value obtained for the HOMO energy is -9.5 eV.

***

[3]
The following is a quantum chemistry calculation of a cluster of 2 separate species, C4H8O2 in total, from OMol25.

Each line ends with the Löwdin charge.
Positions of all 14 atoms, in Å:
O  -0.5593  -0.6312  -0.5353  -0.170
O  2.5562  1.8580  0.1304  0.031
C  -0.4866  0.6393  1.5063  0.020
C  -0.7848  -1.7018  -1.4100  -0.141
C  0.3326  1.5137  0.9187  -0.157
C  1.6940  1.0997  0.5234  -0.298
H  0.0202  2.5219  0.6613  0.109
H  -0.4569  0.2195  -0.9793  0.083
H  -0.5099  -2.5986  -0.8484  0.084
H  -0.1533  -0.3656  1.7496  0.076
H  -1.5295  0.8568  1.7160  0.078
H  1.8748  0.0034  0.5688  0.122
H  -0.1564  -1.6389  -2.3038  0.083
H  -1.8410  -1.7761  -1.6978  0.079

Its HOMO-LUMO gap is 10.28 eV. The value obtained for the HOMO energy is -9.7 eV. The SMILES is C=CC=O.CO.

***

[4]
The following is a quantum chemistry calculation of an isolated molecule of CH2N2O3, from OMol25.

Each line ends with the Löwdin charge.
Positions of all 8 atoms, in Å:
O  0.1002  -1.9317  0.8822  0.097
O  0.3389  2.1641  0.2383  0.056
O  -1.3172  -0.3573  1.0226  0.081
N  0.8454  1.0951  0.2584  -0.017
N  -0.4171  -0.9197  0.4753  -0.420
C  0.1388  0.0051  -0.5523  -0.071
H  0.9100  -0.5794  -1.1606  0.151
H  -0.5991  0.5238  -1.1639  0.123

Its HOMO-LUMO gap (spin up / spin down) is 9.10 / 9.10 eV. The value obtained for the HOMO energy (spin up / spin down) is -10.2 / -10.2 eV. The SMILES is O=NC[N+](=O)[O-].

***

[5]
The following is a quantum chemistry calculation of a structure of composition C2H3HgO2, from OMol25.

Each line ends with the Löwdin charge.
Positions of all 8 atoms, in Å:
Hg  -1.9743  -2.5271  -0.8190  0.961
O  -0.4142  -0.9305  -0.6803  -0.451
O  0.9678  0.2374  1.4940  0.226
C  0.0158  0.3331  -0.7611  -0.362
C  0.1064  0.6632  0.6972  0.146
H  1.0443  0.4999  -1.1522  0.156
H  0.9393  0.6273  2.3894  0.188
H  -0.6850  1.0968  -1.1680  0.136

Its HOMO-LUMO gap (spin up / spin down) is 8.75 / 7.28 eV. The value obtained for the HOMO energy (spin up / spin down) is -13.9 / -14.4 eV. As for the net charge: +1. Its spin multiplicity is 3.

***

[6]
The following is a quantum chemistry calculation of a structure of composition C2H2O2Pr, from OMol25.

Each line ends with the Löwdin charge.
Positions of all 7 atoms, in Å:
Pr  -1.7114  0.1535  -2.0317  1.851
O  -0.4997  1.1039  -0.2249  -0.264
O  -0.0642  -1.4491  -0.8030  0.077
C  0.2800  0.4223  0.6331  -0.250
C  0.4624  -1.0057  0.1980  0.163
H  0.0322  0.4453  1.7103  0.186
H  1.5007  0.3299  0.5182  0.235

Its HOMO-LUMO gap (spin up / spin down) is 5.05 / 8.21 eV. The value obtained for the HOMO energy (spin up / spin down) is -17.4 / -19.9 eV. As for the net charge: +2. Its spin multiplicity is 4.

***

How do the records compare in largest force on an atom? In the order shown, they have 1.20 2.13 0.55 2.72 1.60 8.93 eV/Å.
How do the records compare in energy relative to the best compared isomer or geometry (same formula, charge and spin)? In the order shown, they have 0.1091 2.1202 2.5366 4.0616 1.3478 1.6890 eV.